w:
{
  "formula": "H2LiO",
  "method": "ωB97M-V/def2-TZVPD",
  "lumo_energy_ev": -5.5,
  "homo_energy_ev": -16.2,
  "molar_mass_g_mol": 25.0,
  "total_charge": 1,
  "symbols": ["O", "H", "H", "Li"],
  "coordinates": [[1.78543, 0.54746, -0.70411], [2.10170, 0.74450, -1.61482], [2.60348, 0.34653, -0.19550], [-0.89608, -0.27135, 0.35130]]
}



x:
{
  "formula": "H2LiO",
  "method": "ωB97M-V/def2-TZVPD",
  "lumo_energy_ev": -5.7,
  "homo_energy_ev": -15.5,
  "molar_mass_g_mol": 25.0,
  "total_charge": 1,
  "symbols": ["O", "H", "H", "Li"],
  "coordinates": [[0.09005, 0.35603, -0.46966], [0.62015, 1.11366, -0.13313], [-0.15021, 0.61051, -1.38933], [-0.55999, -2.08020, 1.99212]]
}



Of them, x has the lowest stability.



w:
{
  "formula": "C3H10NO2",
  "method": "ωB97M-V/def2-TZVPD",
  "lumo_energy_ev": [0.6, 0.6],
  "spin_multiplicity": 2,
  "homo_energy_ev": [-5.1, -9.1],
  "s2": 0.760,
  "molar_mass_g_mol": 92.1,
  "total_charge": 0,
  "symbols": ["C", "C", "C", "N", "H", "H", "H", "H", "H", "H", "H", "H", "O", "H", "H", "O"],
  "coordinates": [[-1.88439, -0.43993, 0.76604], [-0.92365, -0.44139, 1.69027], [-1.41032, 1.55084, -0.52958], [-1.78555, 0.35356, -0.48018], [-2.40523, -1.38140, 0.70129], [-0.04746, 0.20341, 1.77259], [-0.90146, -1.21934, 2.46653], [-1.12287, 1.89108, -1.51944], [-1.47917, 2.26696, 0.40877], [-1.99399, -0.01381, -1.39535], [2.51374, -1.49767, -2.13833], [2.21475, -2.59389, -1.15684], [2.56248, -1.73172, -1.22487], [2.47814, 0.44272, -0.34107], [2.59671, 1.52272, 0.69833], [1.93200, 0.96761, 0.26292]]
}



x:
{
  "formula": "C3H10NO2",
  "method": "ωB97M-V/def2-TZVPD",
  "lumo_energy_ev": [0.7, -2.8],
  "spin_multiplicity": 2,
  "homo_energy_ev": [-9.9, -9.9],
  "s2": 0.755,
  "molar_mass_g_mol": 92.1,
  "total_charge": 0,
  "symbols": ["C", "O", "C", "C", "N", "H", "H", "H", "H", "H", "H", "H", "H", "H", "H", "O"],
  "coordinates": [[-0.66241, -1.08393, 0.25399], [-0.24294, -1.02690, -1.02293], [0.16456, -0.09338, 1.19389], [-0.30004, 1.35424, 1.14149], [1.59280, -0.12925, 0.69521], [-1.71693, -0.81321, 0.38790], [-0.26611, -2.00668, 0.72097], [0.22991, -0.49274, 2.20536], [-0.33561, 1.78586, 0.14292], [0.25433, 2.04959, 1.78645], [-1.34883, 1.42573, 1.49417], [1.81358, 0.85241, 0.59364], [1.50285, -0.52612, -0.23643], [-0.00038, -0.72795, -2.40633], [-0.72134, 0.00338, -3.54616], [0.03657, -0.57107, -3.40416]]
}



Of them, w has the lowest stability.



w:
{
  "formula": "CH5FN2",
  "method": "ωB97M-V/def2-TZVPD",
  "smiles": "[H]/N=N\\F.C",
  "lumo_energy_ev": 0.5,
  "homo_energy_ev": -11.4,
  "molar_mass_g_mol": 64.1,
  "total_charge": 0,
  "symbols": ["H", "N", "N", "F", "C", "H", "H", "H", "H"],
  "coordinates": [[-2.98838, -0.41157, 1.54732], [-2.15449, -0.44262, 0.95501], [-1.65556, 0.46166, 0.43160], [-2.31051, 1.78955, 0.64202], [1.82216, -0.27964, -0.71584], [1.63571, 0.68913, -0.27208], [0.89187, -0.68562, -1.08951], [2.23283, -0.94567, 0.03138], [2.52638, -0.17522, -1.52990]]
}



x:
{
  "formula": "CH5FN2",
  "method": "ωB97M-V/def2-TZVPD",
  "lumo_energy_ev": [-0.1, -0.1],
  "homo_energy_ev": [-9.8, -9.8],
  "molar_mass_g_mol": 64.1,
  "total_charge": 0,
  "symbols": ["C", "N", "N", "F", "H", "H", "H", "H", "H"],
  "coordinates": [[-1.12856, 0.41091, 0.26605], [0.77950, -0.74824, -0.27108], [-0.20652, -0.72831, 0.51600], [2.17706, 0.49793, 0.02483], [-1.51337, 0.36296, 1.22294], [-0.52220, 1.32450, 0.04185], [-1.92534, 0.35320, -0.56868], [0.87575, 0.00528, -1.05164], [1.46366, -1.47824, -0.18026]]
}



y:
{
  "formula": "CH5FN2",
  "method": "ωB97M-V/def2-TZVPD",
  "smiles": "[H]/N=N\\F.C",
  "lumo_energy_ev": 0.5,
  "homo_energy_ev": -11.6,
  "molar_mass_g_mol": 64.1,
  "total_charge": 0,
  "symbols": ["H", "N", "N", "F", "C", "H", "H", "H", "H"],
  "coordinates": [[3.22660, -0.07332, 0.89613], [2.86787, 0.68389, 0.27504], [1.85394, 0.50697, -0.27319], [1.19740, -0.80773, -0.08727], [-1.86768, -0.06546, -0.21674], [-2.01932, -0.97471, -0.75321], [-0.79100, 0.20810, -0.39583], [-2.06136, -0.30137, 0.84849], [-2.40646, 0.82364, -0.29341]]
}



Of them, x has the lowest stability.



w:
{
  "formula": "C26H15Cl6N4O3STi",
  "method": "ωB97M-V/def2-TZVPD",
  "lumo_energy_ev": [2.1, 2.1],
  "spin_multiplicity": 3,
  "homo_energy_ev": [-2.9, -5.2],
  "s2": 2.016,
  "molar_mass_g_mol": 724.1,
  "total_charge": -1,
  "symbols": ["Ti", "Cl", "C", "C", "Cl", "C", "Cl", "C", "O", "C", "Cl", "C", "Cl", "N", "C", "C", "C", "C", "C", "C", "N", "C", "C", "C", "S", "C", "N", "H", "H", "H", "H", "H", "H", "H", "Cl", "C", "C", "O", "O", "H", "H", "C", "C", "C", "C", "C", "C", "C", "C", "N", "H", "H", "H", "H", "H", "H"],
  "coordinates": [[-0.61189, 0.12504, -0.35193], [5.32492, -3.73955, -3.14756], [3.74254, -3.10239, -2.66959], [3.58410, -1.81226, -2.29076], [5.01247, -0.87593, -2.08292], [2.35930, -1.26462, -1.90372], [2.21591, 0.37314, -1.52198], [1.21744, -2.08807, -1.74946], [0.13459, -1.61266, -1.20297], [1.30844, -3.40863, -2.26207], [-0.07973, -4.44098, -2.32422], [2.57418, -3.91909, -2.64718], [2.60019, -5.50358, -3.28018], [-3.77475, 2.12348, 1.55554], [-3.00224, 3.29514, 1.55782], [-3.22183, 4.59253, 2.04481], [-2.11775, 5.50546, 2.03100], [-0.91351, 4.93670, 1.71817], [-0.63747, 3.62156, 1.30069], [-1.71577, 2.87861, 1.11547], [-1.83977, 1.56099, 0.59636], [-3.08782, 1.20898, 0.87413], [-3.43233, -0.14251, 0.70409], [-4.54666, -0.84106, 0.98914], [-4.49544, -2.45914, 0.46451], [-2.83952, -2.20403, -0.09830], [-2.44859, -0.82378, 0.01170], [-4.65382, 2.05882, 2.09761], [-4.24598, 4.92153, 2.42545], [-2.32711, 6.51311, 2.18040], [-0.01608, 5.62824, 1.74023], [0.32439, 3.25217, 0.87296], [-5.41495, -0.50012, 1.47236], [-2.37805, -2.98334, -0.69403], [-3.31482, 2.77503, -2.41843], [-1.64047, 3.37905, -2.61139], [-0.55938, 2.46847, -1.99716], [0.34287, 3.06259, -1.42756], [-0.64950, 1.23768, -2.10934], [-1.65439, 4.38127, -2.00238], [-1.36863, 3.62184, -3.62706], [0.51795, -0.21595, 1.62510], [1.49237, -1.42552, 1.45323], [1.14750, -2.75257, 1.20364], [2.17954, -3.64422, 0.88769], [3.47610, -3.18552, 0.89959], [3.86070, -1.90057, 1.19762], [2.84752, -1.03557, 1.52325], [4.50092, -4.10997, 0.57987], [5.41415, -4.77796, 0.31153], [1.00478, 0.75867, 1.89160], [-0.23903, -0.34304, 2.43472], [0.06851, -3.04969, 1.17504], [2.04851, -4.65292, 0.56560], [4.83859, -1.47544, 1.10430], [3.08884, 0.01063, 1.81497]]
}



x:
{
  "formula": "C26H15Cl6N4O3STi",
  "method": "ωB97M-V/def2-TZVPD",
  "lumo_energy_ev": [2.2, 2.2],
  "spin_multiplicity": 3,
  "homo_energy_ev": [-2.3, -5.2],
  "s2": 2.021,
  "molar_mass_g_mol": 724.1,
  "total_charge": -1,
  "symbols": ["Ti", "Cl", "C", "C", "Cl", "C", "Cl", "C", "O", "C", "Cl", "C", "Cl", "N", "C", "C", "C", "C", "C", "C", "N", "C", "C", "C", "S", "C", "N", "H", "H", "H", "H", "H", "H", "H", "Cl", "C", "C", "O", "O", "H", "H", "C", "C", "C", "C", "C", "C", "C", "C", "N", "H", "H", "H", "H", "H", "H"],
  "coordinates": [[-0.96334, 0.21826, -0.24792], [-8.59098, 0.59585, 0.70275], [-6.87419, 0.46641, 0.40902], [-5.89435, 1.14764, 1.14974], [-6.43527, 2.05124, 2.55751], [-4.55192, 1.01347, 0.88654], [-3.35315, 1.73785, 1.83860], [-4.14335, 0.19130, -0.19656], [-2.89005, -0.10638, -0.29487], [-5.11087, -0.32125, -1.02933], [-4.58534, -1.26079, -2.31382], [-6.47533, -0.11596, -0.77580], [-7.69030, -0.68667, -1.84500], [2.90757, -1.02862, -1.42833], [3.36756, 0.25466, -1.12828], [4.62233, 0.77836, -1.06059], [4.80082, 2.06182, -0.59452], [3.67238, 2.82978, -0.21285], [2.38809, 2.34217, -0.27722], [2.28994, 0.97895, -0.70548], [1.12412, 0.17814, -0.68221], [1.55063, -0.99471, -1.14953], [0.58061, -2.00831, -1.28934], [0.81486, -3.24484, -1.70196], [-0.69380, -4.18989, -1.85885], [-1.48753, -2.71428, -1.19668], [-0.73530, -1.67435, -1.00032], [3.48635, -1.78524, -1.67297], [5.50962, 0.25629, -1.42590], [5.78008, 2.47459, -0.52138], [3.74045, 3.90997, -0.03731], [1.54466, 2.95285, 0.06122], [1.76929, -3.68521, -1.88993], [-2.53744, -2.60926, -1.15980], [-0.62742, 1.18322, -3.03385], [-0.22288, 2.80249, -2.34529], [-0.65458, 3.12707, -0.95287], [-0.61253, 4.32066, -0.65705], [-0.85327, 2.14781, -0.14347], [-0.52939, 3.58089, -3.10190], [0.85987, 2.77806, -2.34077], [-0.64123, -0.14157, 1.90571], [0.65265, -0.72563, 2.13178], [0.68289, -2.11592, 2.18931], [1.90729, -2.77912, 2.23428], [3.06225, -2.05265, 2.16645], [3.04680, -0.66008, 2.25300], [1.86553, -0.03210, 2.28769], [4.33627, -2.74409, 2.20254], [5.33345, -3.27947, 2.04136], [-0.71919, 0.90960, 2.27697], [-1.47858, -0.71472, 2.34631], [-0.22489, -2.68791, 1.92189], [1.96304, -3.83006, 2.19316], [4.00385, -0.14773, 2.29271], [1.91322, 1.04740, 2.22342]]
}



Of them, w has the lowest stability.



w:
{
  "formula": "C3H11NO2S",
  "method": "ωB97M-V/def2-TZVPD",
  "smiles": "N[C@@H](CO)CS.O",
  "lumo_energy_ev": 0.5,
  "homo_energy_ev": -8.9,
  "molar_mass_g_mol": 125.2,
  "total_charge": 0,
  "symbols": ["N", "C", "C", "O", "C", "S", "H", "H", "H", "H", "H", "H", "H", "H", "H", "O", "H", "H"],
  "coordinates": [[1.20867, 0.86150, 0.31637], [-0.01558, 0.02429, 0.37669], [-0.98100, 0.36697, -0.75281], [-1.74056, 1.51362, -0.29270], [0.24577, -1.48896, 0.42127], [0.68802, -2.03348, 2.09044], [1.38104, 1.04548, 1.31048], [0.75975, 1.77953, 0.18596], [-0.62412, 0.25765, 1.26090], [-0.44573, 0.73049, -1.63356], [-1.71867, -0.43904, -0.84936], [-2.16844, 1.89720, -1.05654], [-0.62412, -2.09179, 0.17002], [1.07475, -1.74454, -0.24997], [1.93536, -1.50031, 2.15201], [-0.12623, 1.96290, -3.42746], [0.83493, 1.94337, -3.58893], [-0.30656, 2.87826, -3.69741]]
}



x:
{
  "formula": "C3H11NO2S",
  "method": "ωB97M-V/def2-TZVPD",
  "smiles": "N[C@@H](CO)CS.O",
  "lumo_energy_ev": 0.6,
  "homo_energy_ev": -9.4,
  "molar_mass_g_mol": 125.2,
  "total_charge": 0,
  "symbols": ["N", "C", "C", "O", "C", "S", "H", "H", "H", "H", "H", "H", "H", "H", "H", "O", "H", "H"],
  "coordinates": [[-1.38817, 1.20461, 0.57457], [-0.49079, 0.51913, -0.41031], [-1.34500, 0.53171, -1.68424], [-2.46747, -0.32388, -1.41534], [0.90326, 1.05294, -0.63010], [1.99912, 1.14623, 0.92658], [-1.21034, 2.19174, 0.38782], [-1.07966, 1.10113, 1.53641], [-0.34078, -0.50725, -0.08401], [-1.61958, 1.56254, -1.94548], [-0.85637, 0.14725, -2.58449], [-2.78008, 0.09618, -0.59243], [1.44939, 0.40394, -1.31186], [0.96256, 2.04486, -1.07924], [3.10706, 1.38567, 0.24745], [1.45765, -4.05161, 2.92285], [1.56487, -3.79144, 2.01118], [2.13433, -4.71375, 3.13063]]
}



Of them, w has the lowest stability.